Density functional theory data (wB97M-V/def2-TZVPD) for a structure of composition C46H34N2O8P2PtTe at a distorted geometry.

```
94
C46H34N2O8P2PtTe | the Open Molecules 2025 dataset | wB97M-V/def2-TZVPD
Pt -0.969 -0.709 -0.272
O -4.748 -1.966 1.836
C -3.653 -1.460 2.041
O -2.533 -1.943 1.519
C -3.482 -0.259 2.907
C -4.216 -0.166 4.059
C -4.259 1.016 4.809
C -3.641 2.165 4.292
C -2.885 2.105 3.110
C -2.693 0.864 2.381
O -1.954 0.776 1.371
N -2.342 3.311 2.618
O -2.792 4.392 3.079
O -1.406 3.311 1.782
N -4.944 1.044 6.025
O -5.033 2.140 6.644
O -5.439 -0.032 6.491
H -4.792 -1.015 4.403
H -3.751 3.109 4.797
C 4.697 2.074 -1.081
C 4.367 0.873 -1.995
C 5.548 0.623 -2.934
C 3.097 1.200 -2.771
C 3.086 1.864 -3.992
C 1.890 2.178 -4.622
C 0.683 1.777 -4.077
C 0.652 1.082 -2.870
P -0.910 0.346 -2.244
C -2.032 1.774 -2.390
C -2.742 2.142 -3.531
C -3.560 3.262 -3.500
C -3.664 4.020 -2.341
C -2.957 3.658 -1.201
C -2.148 2.534 -1.222
C -1.330 -0.767 -3.628
C -0.329 -1.429 -4.337
C -0.645 -2.452 -5.217
C -1.967 -2.828 -5.403
C -2.972 -2.183 -4.692
C -2.656 -1.171 -3.802
C 1.868 0.875 -2.207
O 1.795 0.323 -0.967
C 2.822 -0.463 -0.549
C 2.512 -1.392 0.451
C 3.520 -2.255 0.865
C 4.782 -2.179 0.296
C 5.071 -1.216 -0.659
C 4.095 -0.324 -1.091
P 0.813 -1.376 1.149
C 0.767 -3.012 1.960
C 0.997 -3.237 3.314
C 0.867 -4.513 3.844
C 0.501 -5.576 3.031
C 0.282 -5.363 1.677
C 0.418 -4.091 1.146
C 0.995 -0.204 2.529
C -0.069 -0.122 3.430
C -0.116 0.887 4.374
C 0.899 1.832 4.428
C 1.964 1.756 3.544
C 2.011 0.746 2.594
H 4.882 2.969 -1.679
H 5.584 1.857 -0.481
H 3.864 2.278 -0.407
H 5.756 1.511 -3.531
H 5.344 -0.212 -3.606
H 6.452 0.404 -2.366
H 4.016 2.164 -4.458
H 1.905 2.727 -5.556
H -0.248 1.980 -4.589
H -2.664 1.552 -4.437
H -4.131 3.537 -4.380
H -4.314 4.887 -2.322
H -3.052 4.231 -0.287
H -1.644 2.217 -0.312
H 0.706 -1.144 -4.186
H 0.146 -2.968 -5.748
H -2.213 -3.632 -6.087
H -4.003 -2.490 -4.816
H -3.432 -0.697 -3.213
H 3.307 -2.989 1.631
H 5.558 -2.864 0.617
H 6.077 -1.159 -1.054
H 1.272 -2.412 3.959
H 1.043 -4.674 4.901
H 0.374 -6.564 3.457
H -0.023 -6.183 1.039
H 0.231 -3.914 0.094
H -0.883 -0.835 3.357
H -0.968 0.960 5.040
H 0.845 2.642 5.146
H 2.752 2.499 3.572
H 2.838 0.703 1.894
Te -2.747 -2.740 -0.399
```

Values from the calculation:
Multiplicity   3
⟨S²⟩   2.082
Charge   -2
Gap between HOMO and LUMO (spin up / spin down)   0.095 / 0.199 hartree

Mulliken atomic charge list, values in e, 2 entries: 3.100, -0.717


Density functional theory data (wB97M-V/def2-TZVPD) for a structure of composition C46H36BF4NO5P2Pd at a distorted geometry.

```
96
C46H36BF4NO5P2Pd | the Open Molecules 2025 dataset | wB97M-V/def2-TZVPD
Pd 0.341 0.108 -0.870
C -1.223 1.298 6.032
C -1.360 0.522 4.719
C -2.343 -0.653 4.920
C -1.925 1.397 3.606
C -2.933 2.329 3.817
C -3.520 3.016 2.764
C -3.122 2.761 1.462
C -2.108 1.844 1.213
P -1.487 1.533 -0.488
C -3.004 1.341 -1.452
C -3.012 1.655 -2.813
C -4.142 1.393 -3.571
C -5.264 0.825 -2.985
C -5.252 0.497 -1.636
C -4.121 0.737 -0.874
C -0.794 3.178 -0.854
C 0.535 3.398 -0.494
C 1.146 4.604 -0.787
C 0.425 5.608 -1.417
C -0.909 5.411 -1.734
C -1.520 4.197 -1.461
C -1.514 1.200 2.293
O -0.507 0.360 1.963
C 0.298 -0.146 2.928
C 1.451 -0.763 2.459
C 2.304 -1.351 3.386
C 2.018 -1.288 4.739
C 0.864 -0.653 5.173
C -0.025 -0.071 4.279
P 1.830 -0.914 0.644
C 3.477 -0.178 0.564
C 3.792 0.860 1.445
C 5.030 1.474 1.378
C 5.956 1.074 0.423
C 5.633 0.069 -0.476
C 4.396 -0.553 -0.417
C 1.900 -2.725 0.617
C 3.089 -3.441 0.603
C 3.060 -4.820 0.458
C 1.854 -5.484 0.309
C 0.661 -4.773 0.348
C 0.684 -3.399 0.512
H -2.187 1.683 6.360
H -0.531 2.134 5.919
H -0.858 0.652 6.828
H -3.334 -0.283 5.191
H -1.987 -1.316 5.711
H -2.433 -1.237 4.002
H -3.282 2.522 4.823
H -4.293 3.746 2.963
H -3.589 3.274 0.631
H -2.139 2.097 -3.274
H -4.137 1.621 -4.629
H -6.148 0.634 -3.580
H -6.123 0.044 -1.180
H -4.107 0.461 0.173
H 1.104 2.615 -0.005
H 2.191 4.750 -0.550
H 0.908 6.543 -1.668
H -1.475 6.200 -2.212
H -2.554 4.036 -1.738
H 3.198 -1.851 3.033
H 2.689 -1.741 5.456
H 0.651 -0.629 6.233
H 3.077 1.180 2.192
H 5.272 2.265 2.076
H 6.926 1.552 0.378
H 6.341 -0.232 -1.237
H 4.137 -1.324 -1.130
H 4.036 -2.927 0.691
H 3.991 -5.371 0.434
H 1.840 -6.554 0.149
H -0.284 -5.288 0.232
H -0.244 -2.839 0.556
O 2.872 -2.959 -2.475
C 1.911 -2.225 -2.363
O 1.937 -1.138 -1.638
C 0.652 -2.509 -3.155
C -0.623 -2.344 -2.632
C -1.746 -2.559 -3.417
C -1.603 -2.961 -4.733
C -0.327 -3.168 -5.232
C 0.801 -2.948 -4.462
N -0.167 -3.631 -6.614
O -1.178 -3.794 -7.274
O 0.959 -3.832 -7.021
H -0.753 -2.046 -1.597
H -2.736 -2.397 -3.009
H -2.459 -3.123 -5.371
H 1.790 -3.100 -4.870
F 1.250 0.765 -4.676
B 0.706 1.392 -3.593
F 0.162 2.632 -3.887
F -0.377 0.562 -3.027
F 1.615 1.485 -2.506
```

Values from the calculation:
Gap between HOMO and LUMO (spin up / spin down)   0.261 / 0.261 hartree

Mulliken atomic charge list, values in e, 2 entries: 0.332, -2.159


Calculated total energy / Ha: -3554.7128; -3440.5752